# 1
{
  "formula": "C7H10S",
  "method": "ωB97M-V with the def2-TZVPD basis set",
  "orbital_gap_ev": 9.325,
  "smiles": "C1[C@@H]2[C@@H]1SCC21CC1",
  "e_homo_ha": -0.3052,
  "de_lowest_kcal_mol": 99.0,
  "lumo_energy_ev": 1.02,
  "elements": ["C", "C", "C", "S", "C", "C", "C", "C", "H", "H", "H", "H", "H", "H", "H", "H", "H", "H"],
  "positions_angstrom": [[-0.238, -2.130, 0.739], [-0.229, -0.969, -0.249], [0.570, -0.853, 0.975], [1.870, 0.136, 0.361], [0.660, 1.140, -0.608], [-0.756, 0.464, -0.471], [-1.907, 0.965, 0.151], [-1.909, 0.947, -1.318], [-1.049, -2.265, 1.453], [0.186, -3.129, 0.453], [0.499, -1.221, -1.009], [0.099, -0.471, 1.934], [0.890, 1.105, -1.680], [0.793, 2.162, -0.139], [-2.380, 0.194, 0.833], [-1.858, 1.909, 0.698], [-2.467, 0.265, -1.820], [-1.792, 1.889, -1.808]],
  "mulliken_charge": [-0.64, -0.52, -0.02, -0.19, -0.83, 0.94, -0.59, -0.85, 0.25, 0.22, 0.29, 0.22, 0.34, 0.40, 0.24, 0.19, 0.29, 0.27]
}

***

# 2
{
  "formula": "C6H11NO",
  "method": "ωB97M-V with the def2-TZVPD basis set",
  "orbital_gap_ev": 8.757,
  "smiles": "Cc1cc[nH]c1C.O",
  "e_homo_ha": -0.2943,
  "de_lowest_kcal_mol": 13.3,
  "lumo_energy_ev": 0.75,
  "elements": ["C", "C", "C", "C", "N", "C", "C", "H", "H", "H", "H", "H", "H", "H", "H", "H", "O", "H", "H"],
  "positions_angstrom": [[-1.447, 0.367, -1.308], [-0.523, 0.790, -0.207], [-0.923, 1.493, 0.978], [0.195, 1.682, 1.729], [1.250, 1.123, 1.073], [0.817, 0.564, -0.118], [1.840, 0.015, -1.049], [-0.889, -0.117, -2.105], [-2.300, -0.171, -0.914], [-1.917, 1.238, -1.790], [-1.903, 1.887, 1.182], [0.305, 2.192, 2.674], [2.213, 1.101, 1.355], [2.200, -0.978, -0.743], [2.729, 0.639, -1.122], [1.425, -0.101, -2.033], [-0.904, -4.258, 0.899], [-1.076, -3.942, 0.007], [-1.092, -3.525, 1.491]],
  "mulliken_charge": [-1.29, 1.11, -0.73, -0.52, 0.03, -0.09, -1.34, 0.31, 0.30, 0.31, 0.40, 0.40, 0.18, 0.28, 0.33, 0.33, -0.64, 0.32, 0.32]
}

***

# 3
{
  "formula": "C4H9NO2",
  "method": "ωB97M-V with the def2-TZVPD basis set",
  "orbital_gap_ev": 10.341,
  "smiles": "C[C@@H](O)CC(N)=O",
  "e_homo_ha": -0.3525,
  "de_lowest_kcal_mol": 9.1,
  "lumo_energy_ev": 0.75,
  "elements": ["C", "C", "O", "C", "C", "N", "O", "H", "H", "H", "H", "H", "H", "H", "H", "H"],
  "positions_angstrom": [[-2.000, -0.333, -0.562], [-0.566, 0.190, -0.525], [-0.539, 1.490, 0.072], [0.340, -0.785, 0.236], [1.833, -0.468, 0.284], [2.147, 0.789, 0.696], [2.675, -1.312, 0.028], [-2.329, -0.621, 0.446], [-2.085, -1.212, -1.205], [-2.689, 0.430, -0.941], [-0.193, 0.312, -1.549], [-1.379, 1.600, 0.527], [-0.024, -0.848, 1.270], [0.256, -1.781, -0.210], [3.121, 1.051, 0.688], [1.432, 1.499, 0.746]],
  "mulliken_charge": [-1.53, 0.64, -0.57, -0.70, 0.36, -0.34, -0.63, 0.40, 0.40, 0.42, 0.21, 0.32, 0.28, 0.28, 0.23, 0.23]
}

***

| no. | largest force on an atom (eV/A) | energy (eV) |
| --- | --- | --- |
| 1 | 4.85 | -18251.9243 |
| 2 | 1.24 | -9937.8762 |
| 3 | 0.32 | -9879.6670 |